{"formula": "ClH2NP2", "method": "ωB97M-V with the def2-TZVPD basis set", "gap_ev": [7.275, 7.122], "e_tot_ha": -1198.7837, "e_homo_ev": [-9.3, -9.1], "multiplicity": 1, "smiles": "[H]/N=P(\\Cl)=P\\[H]", "species": ["N", "P", "P", "Cl", "H", "H"], "xyz": [[0.438, -0.348, -1.290], [0.518, 1.581, 0.634], [-0.886, 0.405, -0.694], [-1.696, -0.961, 0.741], [0.910, -1.066, -0.770], [0.716, 0.389, 1.378]], "forces_ev_per_angstrom": [[0.06, 1.71, 0.36], [-0.02, -0.92, -0.81], [-0.29, -0.69, 0.33], [0.08, 0.39, -0.29], [0.05, -0.64, 0.34], [0.12, 0.15, 0.08]], "nbo_charge": [-0.9443, 0.1874, 0.8071, -0.3770, 0.3696, -0.0428]}

{"formula": "C3H12N3O", "method": "ωB97M-V with the def2-TZVPD basis set", "gap_ev": 10.664, "e_tot_ha": -360.7805, "total_charge": 1, "e_homo_ev": -13.7, "multiplicity": 1, "species": ["C", "O", "C", "N", "H", "H", "H", "H", "H", "H", "H", "H", "N", "C", "N", "H", "H", "H", "H"], "xyz": [[2.270, 0.463, -0.011], [3.328, 1.348, 0.275], [1.180, 1.340, -0.601], [0.077, 0.492, -1.159], [1.909, -0.061, 0.880], [2.584, -0.298, -0.738], [3.888, 0.980, 0.975], [0.763, 2.009, 0.146], [1.604, 1.926, -1.415], [-0.361, -0.197, -0.433], [0.441, -0.075, -1.925], [-0.667, 1.062, -1.558], [-3.497, -0.986, 0.377], [-2.379, -1.440, 0.949], [-1.193, -1.315, 0.455], [-4.382, -1.030, 0.852], [-3.460, -0.467, -0.486], [-2.542, -1.983, 1.879], [-0.546, -1.796, 1.071]], "forces_ev_per_angstrom": [[0.13, 0.05, 0.03], [0.08, -0.20, 0.34], [0.02, -0.12, -0.16], [0.31, -0.10, 0.07], [-0.03, 0.06, 0.03], [-0.04, 0.00, -0.04], [-0.15, 0.13, -0.29], [-0.04, -0.01, 0.01], [-0.04, 0.08, 0.05], [-0.37, 0.06, -0.32], [-0.02, -0.08, 0.02], [-0.03, 0.05, 0.12], [0.03, 0.34, -0.18], [0.08, -0.26, 0.01], [0.02, 0.18, 0.32], [0.08, -0.09, 0.01], [-0.03, -0.10, 0.09], [-0.07, 0.02, -0.02], [0.07, -0.01, -0.09]], "nbo_charge": [-0.0761, -0.7022, -0.2363, -0.7144, 0.1764, 0.1675, 0.4929, 0.2293, 0.2308, 0.4632, 0.4233, 0.4257, -0.7662, 0.3444, -0.8337, 0.4202, 0.3982, 0.1848, 0.3723]}

{"formula": "C21H37BN8PSn", "method": "ωB97M-V with the def2-TZVPD basis set", "gap_ev": [5.551, 5.519], "e_tot_ha": -1840.0777, "total_charge": 3, "e_homo_ev": [-17.0, -17.0], "multiplicity": 1, "species": ["Sn", "C", "C", "C", "C", "C", "N", "N", "B", "N", "N", "C", "C", "C", "C", "C", "N", "N", "C", "C", "C", "C", "C", "H", "H", "H", "H", "H", "H", "H", "H", "H", "H", "H", "H", "H", "H", "H", "H", "H", "H", "H", "H", "H", "H", "C", "N", "C", "C", "N", "H", "H", "H", "H", "H", "H", "C", "P", "C", "C", "H", "H", "H", "H", "H", "H", "H", "H", "H"], "xyz": [[-0.076, -0.602, 0.168], [3.350, 0.405, 0.039], [2.390, 1.259, 0.795], [2.611, 2.443, 1.464], [1.391, 2.815, 2.031], [1.071, 4.012, 2.859], [0.480, 1.891, 1.708], [1.083, 0.931, 0.942], [-1.015, 1.750, 2.086], [-1.174, 0.391, 2.820], [-0.871, -0.772, 2.167], [-1.169, -1.807, 2.972], [-0.960, -3.227, 2.570], [-1.667, -1.302, 4.159], [-1.660, 0.081, 4.036], [-2.100, 1.103, 5.026], [-1.877, 1.678, 0.798], [-1.674, 0.686, -0.122], [-2.556, 0.851, -1.135], [-2.641, -0.080, -2.296], [-3.319, 1.968, -0.859], [-2.870, 2.466, 0.362], [-3.348, 3.659, 1.115], [4.273, 0.951, -0.143], [3.607, -0.488, 0.614], [2.939, 0.100, -0.923], [3.541, 2.980, 1.541], [1.959, 4.630, 2.963], [0.284, 4.609, 2.400], [0.733, 3.723, 3.854], [-1.365, 2.648, 2.776], [-0.757, -3.309, 1.497], [-0.125, -3.663, 3.120], [-1.845, -3.819, 2.796], [-2.002, -1.865, 5.014], [-2.434, 0.613, 5.936], [-1.286, 1.785, 5.273], [-2.920, 1.702, 4.632], [-1.876, -0.856, -2.260], [-3.618, -0.561, -2.319], [-2.524, 0.464, -3.234], [-4.108, 2.378, -1.466], [-4.165, 4.128, 0.574], [-3.702, 3.384, 2.108], [-2.549, 4.391, 1.237], [0.767, 2.361, -4.341], [1.372, 1.053, -4.007], [2.468, 0.561, -4.862], [0.987, 0.406, -2.965], [0.619, -0.157, -2.011], [0.299, 2.298, -5.322], [1.550, 3.116, -4.360], [0.025, 2.624, -3.593], [2.110, 0.475, -5.886], [2.805, -0.411, -4.510], [3.296, 1.267, -4.828], [0.913, -5.259, -0.369], [1.166, -3.930, -1.539], [2.921, -3.718, -1.817], [0.316, -4.299, -3.068], [1.372, -6.154, -0.808], [-0.149, -5.447, -0.210], [1.396, -5.045, 0.583], [3.272, -4.625, -2.323], [3.448, -3.611, -0.869], [3.127, -2.852, -2.445], [0.836, -5.154, -3.517], [0.345, -3.457, -3.758], [-0.721, -4.570, -2.872]], "forces_ev_per_angstrom": [[-0.11, 0.26, 0.21], [-0.02, -0.05, 0.10], [-0.18, 0.06, -0.01], [0.03, 0.04, 0.03], [-0.05, 0.08, 0.04], [0.01, -0.02, 0.00], [-0.08, -0.02, -0.13], [0.71, 0.01, -0.30], [-0.13, -0.15, 0.34], [0.00, 0.08, -0.05], [0.08, -0.53, -0.13], [-0.02, -0.01, 0.01], [0.05, 0.05, 0.01], [-0.02, -0.09, 0.06], [-0.01, 0.11, 0.01], [0.04, 0.10, -0.14], [0.14, 0.07, -0.04], [-0.28, -0.07, -0.70], [0.11, 0.04, 0.12], [-0.05, -0.01, 0.05], [-0.03, 0.05, -0.03], [0.00, 0.07, 0.06], [0.01, -0.03, 0.00], [0.00, 0.00, 0.01], [0.01, 0.01, 0.00], [0.01, -0.01, -0.02], [0.00, -0.01, 0.02], [-0.01, 0.01, 0.01], [0.01, 0.01, -0.01], [0.02, -0.01, 0.00], [0.03, -0.01, -0.03], [-0.02, -0.01, 0.02], [0.01, 0.00, -0.02], [-0.01, 0.00, -0.03], [0.00, 0.00, 0.00], [0.00, 0.00, 0.01], [0.01, -0.03, 0.04], [-0.03, -0.03, 0.02], [-0.02, -0.02, 0.02], [0.00, 0.00, 0.00], [0.00, 0.00, 0.00], [-0.03, -0.02, 0.03], [0.00, 0.01, 0.01], [-0.02, -0.02, -0.01], [0.00, 0.01, -0.02], [0.00, 0.00, -0.04], [0.01, -0.03, 0.03], [0.00, 0.02, -0.03], [0.04, 0.21, 0.05], [-0.10, -0.12, 0.18], [-0.02, -0.02, 0.00], [0.01, -0.01, 0.03], [-0.01, -0.01, 0.00], [-0.02, -0.02, 0.01], [0.00, 0.00, 0.00], [0.00, 0.01, 0.03], [-0.09, 0.03, 0.14], [0.03, -0.27, 0.16], [0.06, 0.23, 0.05], [-0.17, 0.19, -0.05], [-0.02, -0.01, 0.03], [0.00, -0.01, -0.03], [0.03, -0.01, -0.02], [0.03, 0.02, 0.00], [-0.01, -0.03, 0.00], [-0.01, -0.04, -0.05], [-0.02, 0.00, -0.02], [0.05, -0.02, -0.02], [0.01, -0.02, 0.01]], "nbo_charge": [1.8151, -0.6636, 0.2270, -0.3132, 0.3027, -0.6639, -0.3122, -0.5194, 0.5016, -0.3315, -0.4672, 0.2312, -0.6479, -0.3166, 0.2878, -0.6596, -0.3192, -0.5135, 0.2296, -0.6515, -0.3194, 0.3017, -0.6637, 0.2712, 0.2415, 0.2141, 0.2667, 0.2616, 0.2486, 0.2535, 0.0221, 0.1871, 0.2562, 0.2699, 0.2663, 0.2627, 0.2475, 0.2478, 0.2039, 0.2696, 0.2534, 0.2667, 0.2616, 0.2526, 0.2480, -0.3983, -0.4248, -0.3964, 0.6726, -0.6577, 0.2386, 0.2382, 0.2252, 0.2414, 0.2130, 0.2384, -1.0003, 1.3897, -0.9965, -0.9974, 0.3015, 0.2874, 0.2852, 0.3003, 0.2863, 0.2747, 0.3004, 0.2812, 0.2906]}